{"formula": "C14H10BCl2N3O3", "method": "the ωB97M-V functional and the def2-TZVPD basis", "elements": ["N", "C", "C", "C", "C", "N", "C", "O", "C", "Cl", "C", "Cl", "C", "O", "C", "O", "C", "C", "C", "N", "B", "H", "C", "C", "H", "H", "H", "H", "H", "H", "H", "H", "H"], "xyz": [[-1.375486, -3.096809, 3.026728], [-0.471411, -2.365499, 2.883830], [0.620790, -1.484804, 2.637801], [0.460274, -0.121681, 2.723176], [-0.840829, 0.461512, 2.705084], [-1.906086, 0.941427, 2.637850], [1.592081, 0.813722, 2.611178], [1.393134, 2.013533, 2.402128], [2.949914, 0.205870, 2.679301], [4.256238, 1.291556, 2.704377], [3.127920, -1.148692, 2.657444], [4.670308, -1.858898, 2.637605], [1.974425, -2.092519, 2.616327], [2.098677, -3.311768, 2.520639], [-1.404796, 3.637401, -3.249035], [-1.658607, 2.285476, -3.708784], [-1.373838, 1.265861, -2.863457], [-1.598668, -0.056344, -3.309352], [-1.275889, -1.109473, -2.488127], [-0.720434, -0.933416, -1.256270], [-0.309721, -2.173390, -0.384042], [0.450611, -1.742755, 0.613749], [-0.543007, 0.331951, -0.809188], [-0.846197, 1.444434, -1.568264], [-1.718317, 4.269436, -4.084865], [-1.997754, 3.870439, -2.352176], [-0.336619, 3.791103, -3.035547], [-2.011918, -0.230539, -4.300829], [-1.440039, -2.141565, -2.791775], [-1.298692, -2.663830, 0.117990], [0.329075, -2.971069, -1.035570], [-0.141285, 0.447475, 0.200870], [-0.653858, 2.431850, -1.138789]], "forces_ev_per_angstrom": [[2.1888, 1.8031, -0.1164], [-2.4097, -2.0252, -0.1564], [-0.3647, 1.7772, 1.0879], [-0.1257, -1.2838, -0.0624], [-2.4123, 1.0491, -0.0182], [2.2824, -1.0298, 0.1477], [-0.3010, 1.6470, -0.6185], [0.5871, -2.0276, 0.4970], [0.2035, -1.0831, -0.0453], [0.0126, 0.0472, -0.0105], [-0.1145, 1.1028, 0.0117], [-0.0064, -0.0363, 0.0245], [0.4058, -2.1871, -0.6297], [-0.0139, 2.3405, 0.4033], [-0.1074, -0.3290, -0.1504], [0.2209, -0.2065, 0.7009], [0.2386, 0.1604, 0.2387], [-0.0265, 0.5440, -0.0026], [0.3435, 0.1922, 0.5482], [-0.2340, 1.0120, -0.4672], [0.8080, -0.3672, 1.4706], [-0.8034, -0.3953, -1.5504], [-0.0683, -0.5990, -0.2212], [-0.1426, 0.2341, -0.3383], [0.1126, -0.1218, 0.2893], [0.1162, -0.1194, -0.3012], [-0.2946, -0.1153, -0.1183], [0.0783, 0.0434, 0.2719], [0.1363, 0.2397, 0.1355], [0.0548, 0.1371, -0.1591], [-0.1114, 0.2382, -0.0995], [-0.1202, -0.1816, -0.5307], [-0.1330, -0.4601, -0.2310]], "mulliken_charge": [-0.47, 0.11, 0.87, 0.38, -0.12, -0.53, 0.60, -0.62, 0.11, -0.12, 0.23, -0.12, 0.29, -0.56, -0.77, -0.42, 1.05, -0.74, -0.26, -0.17, 0.20, -0.22, -0.29, -0.41, 0.23, 0.33, 0.34, 0.42, 0.44, -0.11, -0.15, 0.06, 0.42], "e_above_lowest_kj_mol": 0.00, "total_charge": 0, "gap_ha": 0.2477, "molar_mass_g_mol": 349.97, "energy_ev": -51010.929}

---

{"formula": "C14H10BFeNO3", "method": "the ωB97M-V functional and the def2-TZVPD basis", "elements": ["C", "C", "C", "C", "B", "C", "O", "C", "O", "C", "C", "C", "C", "C", "C", "N", "C", "C", "O", "H", "H", "H", "H", "H", "H", "H", "H", "H", "H", "Fe"], "xyz": [[-1.865762, 3.386918, -3.348924], [-1.561821, 2.025369, -3.045497], [-0.779236, 0.754627, -2.291429], [-1.417880, 0.078545, -1.092095], [-2.885219, 0.528001, -0.458105], [-4.249769, 0.367225, -1.366712], [-2.853545, 1.100705, 0.934145], [-0.503887, -1.144773, -0.409824], [-1.054880, -2.291289, -0.002413], [1.133767, -0.811853, -0.341885], [2.026479, -1.190300, 1.021634], [2.355742, 0.061737, 2.022149], [3.276736, -0.294027, 3.366158], [3.760525, -1.879990, 3.542751], [3.263891, -2.922440, 2.380910], [2.422715, -2.630539, 1.170498], [1.774522, -0.122475, -1.533085], [0.725529, 0.220768, -2.789712], [1.051350, 0.044283, -4.091252], [-2.155730, 4.437887, -3.802628], [-4.563946, -0.758667, -1.450543], [-4.032714, 0.808490, -2.440797], [-5.113792, 1.046458, -0.907285], [-2.160870, 1.851075, 0.897317], [1.942001, 1.126174, 1.765304], [3.557192, 0.551133, 4.133646], [4.425742, -2.199226, 4.451818], [3.627086, -4.052883, 2.511007], [2.906099, 0.187477, -1.575795], [-3.050325, 1.721588, 2.750642]], "forces_ev_per_angstrom": [[2.2899, -9.3835, 1.7695], [-0.1712, 7.9909, -0.5476], [-2.1990, -0.1799, 2.1699], [3.2037, 1.0955, -2.6281], [-0.2341, -0.7738, -1.5225], [-0.1009, 1.1499, 0.7104], [1.2058, 1.0551, -1.7524], [-2.2448, -3.9988, 0.9872], [3.7073, 7.5790, -2.2601], [1.9006, 1.6043, -2.3709], [0.3762, -1.0092, 0.1186], [2.2960, -3.5190, 2.3568], [-1.3938, -2.5935, -3.1992], [-2.2954, 3.1601, -2.5304], [-0.9877, 1.5734, -1.0145], [1.8459, 4.2098, 4.2987], [-3.0087, -1.6748, 3.0389], [1.3147, -0.7125, -5.5375], [-2.2225, 1.3816, 9.2766], [0.5692, -2.8110, 1.0585], [0.5221, 2.1413, 0.1112], [-0.2876, -1.1043, 2.0737], [1.6347, -1.7539, -0.9889], [-0.6547, -1.3863, -0.5455], [1.0044, -2.2737, 0.6004], [-0.5593, -1.9786, -1.6886], [-1.4247, 0.5429, -1.9817], [-1.0045, 2.6855, -0.5153], [-2.4596, -0.8439, -0.1142], [-0.6219, -0.1724, 0.6269]], "mulliken_spin": [0.00, 0.00, 0.00, 0.01, 0.01, 0.00, 0.06, 0.02, 0.00, 0.03, 0.22, 0.33, -0.24, 0.42, 0.26, -0.09, 0.04, 0.00, 0.01, 0.00, 0.00, 0.00, 0.00, -0.03, 0.00, 0.00, 0.01, 0.00, 0.00, 2.96], "spin_multiplicity": 5, "total_charge": 2, "gap_ha": [0.2428, 0.1577], "molar_mass_g_mol": 306.90, "energy_ev": -57338.697}

---

Question: What is the formula in the second record?
Answer: C14H10BFeNO3